<1>
Entry from OMol25: a cluster of 14 separate species, H28O14 in total (ωB97M-V/def2-TZVPD).

Computed properties:
Kohn-Sham gap   0.3224 Ha
HOMO energy   -9.15 eV

```
! wB97M-V def2-TZVPD RIJCOSX def2/J DEFGRID3
* xyz 0 1
H -0.0697 0.1748 0.3695
H -0.1904 -1.2996 1.0136
H 4.1069 -3.1693 1.2736
H 2.8381 -2.6572 0.8251
H -3.4347 -1.8968 -0.6176
H -2.0296 -2.6271 -0.5492
H -0.8952 4.3453 -1.2989
H -0.2646 4.1076 0.0770
H -3.5818 2.6659 -0.6670
H -2.8431 3.3581 -1.8734
H -2.5506 0.4261 -1.8622
H -3.1644 0.6160 -0.4706
H -2.7415 0.3780 2.2841
H -2.1685 -0.2875 3.5681
H 1.8140 0.9419 -1.8480
H 1.5762 -0.1893 -2.7398
H 2.5459 -4.3741 3.1724
H 1.2338 -4.0884 2.3233
H 3.2694 -1.3689 -0.4560
H 2.7147 -0.3124 -1.4100
H 2.9067 2.5411 1.5208
H 3.1545 1.1038 1.8944
H -0.0708 1.3673 2.1508
H 0.6556 0.2099 2.5148
H -1.5843 -1.4087 -2.4059
H -0.0153 -1.4303 -2.2417
H -0.4712 2.0802 -2.4180
H -0.8600 1.8462 -1.0371
O 0.2926 -0.7155 0.3567
O 3.6917 -3.0288 0.4613
O -2.9625 -2.7268 -0.3455
O -1.0750 4.1321 -0.4518
O -3.2173 2.5274 -1.6072
O -2.3622 0.2635 -0.8992
O -2.8543 0.2629 3.2404
O 1.5576 0.7394 -2.7791
O 1.8172 -4.8030 2.7546
O 3.1898 -0.4106 -0.5761
O 2.5932 1.6878 1.2712
O 0.5236 0.7320 1.7533
O -0.8945 -1.1710 -1.8150
O -0.2849 2.3790 -1.5000
*
```

=====

<2>
Entry from OMol25: a cluster of 14 separate species, H28O14 in total (ωB97M-V/def2-TZVPD).

Computed properties:
Kohn-Sham gap   0.3511 Ha
HOMO energy   -10.32 eV

```
! wB97M-V def2-TZVPD RIJCOSX def2/J DEFGRID3
* xyz 0 1
H -0.5464 0.2408 0.1536
H 0.9051 -0.0855 0.4649
H 2.8815 -1.4472 -1.7856
H 3.2580 -2.9079 -1.9716
H 4.2337 1.5256 -2.0902
H 3.2230 2.6173 -2.4012
H -4.5900 -2.8715 -0.4578
H -3.5471 -3.0355 0.6356
H -1.6693 4.4405 1.2172
H -2.8497 3.5229 1.4902
H 3.1475 1.6155 1.8735
H 2.8546 2.2884 0.5426
H -4.4533 0.9862 0.1634
H -4.2207 1.4760 -1.2565
H -2.0417 1.0148 -3.0525
H -3.5469 0.9348 -2.8574
H 2.5465 0.0426 2.8356
H 3.4701 -0.4763 3.9254
H -4.8297 -1.0962 2.4074
H -3.3715 -1.1534 1.9829
H -1.8209 -4.4712 -1.4355
H -1.1284 -3.1726 -1.0558
H -0.3295 3.2535 -0.4923
H -0.9856 2.0373 0.1404
H 2.9060 -2.3924 1.5025
H 1.3918 -2.3235 1.6140
H 4.1319 0.0620 -0.0348
H 5.2516 -0.3759 -0.9646
O 0.3190 0.1538 -0.2619
O 3.0178 -2.1162 -2.4660
O 3.5208 2.0371 -1.6914
O -4.0928 -2.3715 0.1993
O -2.5633 4.4390 1.5773
O 3.4093 1.6112 0.9459
O -4.7857 0.8934 -0.7366
O -2.8737 1.3336 -3.4202
O 2.7104 -0.7293 3.3890
O -4.0350 -1.6355 2.4890
O -1.0782 -3.9068 -1.6782
O -0.3084 2.2899 -0.4971
O 2.1982 -1.9269 1.9622
O 4.2911 -0.3212 -0.9047
*
```

=====

What is the stability order? It is <2>, <1>, from most stable to least stable.

=====

<1>
Entry from OMol25: an isolated molecule of C3H2N4 (ωB97M-V/def2-TZVPD).

Computed properties:
Kohn-Sham gap   0.3747 Ha
HOMO energy   -9.67 eV

```
! wB97M-V def2-TZVPD RIJCOSX def2/J DEFGRID3
* xyz 0 1
N -0.1942 3.0101 -0.7968
C -0.3289 1.8935 -0.5515
C -0.3873 0.5286 -0.1764
C 0.6745 -0.3672 -0.1520
N 0.3385 -1.4709 0.4552
N -1.3354 -1.1657 0.8718
N -1.4586 -0.0403 0.4369
H 1.6439 -0.1814 -0.5990
H 1.0475 -2.2067 0.5118
*
```

=====

<2>
Entry from OMol25: an isolated molecule of C3H2N4 (ωB97M-V/def2-TZVPD).

Computed properties:
Kohn-Sham gap (alpha / beta)   0.3367 / 0.3367 Ha
HOMO energy (alpha / beta)   -9.45 / -9.45 eV

```
! wB97M-V def2-TZVPD RIJCOSX def2/J DEFGRID3
* xyz 0 1
N -2.1694 -0.9024 2.1214
C -1.6384 -0.5320 1.1640
C -0.1136 1.0319 0.5719
C 0.9973 0.8297 -0.2290
N 0.7958 -0.2661 -1.0114
N -0.3355 -0.8752 -0.7981
N -0.8560 -0.0532 0.1510
H 1.9174 1.3853 -0.2278
H 1.4024 -0.6181 -1.7420
*
```

=====

What is the stability order? It is <1>, <2>, from most stable to least stable.

=====

<1>
Entry from OMol25: an isolated molecule of C3H9NOSi (ωB97M-V/def2-TZVPD).

Computed properties:
Kohn-Sham gap   0.3806 Ha
HOMO energy   -9.61 eV

```
! wB97M-V def2-TZVPD RIJCOSX def2/J DEFGRID3
* xyz 0 1
C -1.7072 -1.1126 0.0262
C -0.2178 -0.9311 0.0636
O 0.5561 -1.8821 0.1236
N 0.3023 0.3292 0.1549
C -0.4212 1.5365 -0.1160
Si 2.0804 0.1113 0.1491
H -1.9857 -1.1184 -0.9812
H -2.1291 -2.0370 0.3622
H -2.1768 -0.3696 0.5618
H 0.2394 2.4347 -0.0906
H -0.8094 1.5711 -1.1107
H -1.2363 1.7385 0.5710
H 2.8967 1.3624 -0.1464
H 2.3716 -0.7808 -0.9665
H 2.2371 -0.8521 1.3989
*
```

=====

<2>
Entry from OMol25: a cluster of 2 separate species, C3H9NOSi in total (ωB97M-V/def2-TZVPD).

Computed properties:
Kohn-Sham gap   0.3302 Ha
HOMO energy   -9.17 eV

```
! wB97M-V def2-TZVPD RIJCOSX def2/J DEFGRID3
* xyz 0 1
O 3.0399 0.8363 -0.4694
Si 3.3430 -0.5689 -0.1777
H 4.3662 -1.5431 -0.8801
H 2.7291 -1.3154 0.8742
C -0.3107 1.2135 0.8548
C -0.5832 -0.0818 0.2179
C -1.1899 -0.0326 -1.1708
N -0.1170 -1.0484 0.8160
H -1.2135 1.6934 0.8895
H 0.0224 1.2876 1.9371
H 0.5640 1.6432 0.2113
H -0.3751 0.1553 -1.7834
H -1.6102 -0.9914 -1.4782
H -1.8227 0.8808 -1.3332
H -0.2908 -2.0231 0.5537
*
```

=====

What is the stability order? It is <1>, <2>, from most stable to least stable.

=====

<1>
Entry from OMol25: a cluster of 2 separate species, C4H12 in total (ωB97M-V/def2-TZVPD).

Computed properties:
Kohn-Sham gap (alpha / beta)   0.4780 / 0.1287 Ha
HOMO energy (alpha / beta)   -16.10 / -15.13 eV
Expectation value of S²   0.75

```
! wB97M-V def2-TZVPD RIJCOSX def2/J DEFGRID3
* xyz 1 2
C 0.0748 2.0762 -0.4532
C 0.5999 2.3668 0.9774
H 0.3440 3.0033 -0.9762
H 0.8035 1.3288 -0.8917
H -0.9079 1.8149 -0.7352
H 0.6125 1.5601 1.6848
H 0.1491 3.1781 1.5421
H 1.5715 2.7825 0.7716
C -0.7083 -1.5591 -0.1456
C -0.1380 -2.9567 -0.4236
H -0.4850 -1.5845 0.9903
H -0.2084 -0.6325 -0.4958
H -1.7770 -1.2538 -0.3599
H -0.1164 -3.4343 -1.5443
H -0.7316 -3.6668 0.2301
H 0.9173 -3.0230 -0.1708
*
```

=====

<2>
Entry from OMol25: a cluster of 2 separate species, C4H12 in total (ωB97M-V/def2-TZVPD).

Computed properties:
Kohn-Sham gap (alpha / beta)   0.4655 / 0.1158 Ha
HOMO energy (alpha / beta)   -15.81 / -14.83 eV
Expectation value of S²   0.75

```
! wB97M-V def2-TZVPD RIJCOSX def2/J DEFGRID3
* xyz 1 2
C 0.0711 2.3963 0.5123
C 0.1291 1.4678 1.6938
H 1.0434 2.8859 0.3151
H -0.1552 1.8806 -0.4218
H -0.6240 3.2210 0.7158
H -0.7937 0.8841 1.8379
H 0.3291 2.0232 2.6072
H 0.9488 0.7573 1.4571
C 0.6382 -1.9535 -1.1371
C -0.8393 -1.9031 -1.0111
H 0.9097 -1.6297 -2.1407
H 1.1443 -1.3365 -0.3770
H 1.0652 -2.9834 -1.0599
H -1.2916 -1.1265 -1.6683
H -1.5215 -2.7092 -1.3900
H -1.0536 -1.8743 0.0667
*
```

=====

What is the stability order? It is <2>, <1>, from most stable to least stable.

=====

<1>
Entry from OMol25: a cluster of 2 separate species, C4H12 in total (ωB97M-V/def2-TZVPD).

Computed properties:
Kohn-Sham gap (alpha / beta)   0.4946 / 0.1116 Ha
HOMO energy (alpha / beta)   -16.38 / -14.58 eV
Expectation value of S²   0.75

```
! wB97M-V def2-TZVPD RIJCOSX def2/J DEFGRID3
* xyz 1 2
C 0.7263 1.7246 0.4138
C -0.3144 2.8536 -0.0466
H 1.5829 2.3475 0.6798
H 0.5842 1.1594 1.4146
H 0.8248 1.0793 -0.4521
H 0.1149 3.8729 0.2233
H -1.1802 2.7808 0.5933
H -0.3209 2.7600 -1.0476
C -0.9431 -2.6287 -0.0555
C 0.4399 -2.0206 -0.3961
H -1.3461 -3.3175 -0.7630
H -0.8030 -2.9943 0.9497
H -1.6667 -1.8217 -0.0447
H 1.2361 -2.6918 0.0274
H 0.3680 -2.0852 -1.5016
H 0.6974 -1.0183 0.0055
*
```

=====

<2>
Entry from OMol25: a cluster of 2 separate species, C4H12 in total (ωB97M-V/def2-TZVPD).

Computed properties:
Kohn-Sham gap (alpha / beta)   0.4568 / 0.1440 Ha
HOMO energy (alpha / beta)   -15.69 / -15.40 eV
Expectation value of S²   0.75

```
! wB97M-V def2-TZVPD RIJCOSX def2/J DEFGRID3
* xyz 1 2
C -0.8692 -0.5037 -1.3427
C -1.7520 -1.5177 -0.5674
H -1.1123 -0.4194 -2.3597
H -0.6926 0.3772 -0.7652
H 0.0763 -0.9296 -1.4351
H -2.8970 -1.1496 -0.4945
H -1.8999 -2.4357 -1.1728
H -1.3587 -1.7823 0.4892
C 1.2644 0.4031 0.6640
C 1.4500 1.7423 1.2769
H 1.9600 -0.3755 1.1857
H 0.1833 0.0850 0.8952
H 1.3161 0.3343 -0.4920
H 2.3530 2.1593 0.8820
H 1.3338 1.4591 2.2859
H 0.6448 2.5532 0.9505
*
```

=====

<3>
Entry from OMol25: a cluster of 2 separate species, C4H12 in total (ωB97M-V/def2-TZVPD).

Computed properties:
Kohn-Sham gap (alpha / beta)   0.5176 / 0.1249 Ha
HOMO energy (alpha / beta)   -17.00 / -15.00 eV
Expectation value of S²   0.75

```
! wB97M-V def2-TZVPD RIJCOSX def2/J DEFGRID3
* xyz 1 2
C -0.0219 2.0692 0.0439
C 0.7808 1.9943 1.3586
H 0.6358 1.5116 -0.8056
H -1.0377 1.9117 0.3751
H -0.0138 3.1458 -0.3051
H 0.8391 0.9901 1.4627
H 0.4805 2.6432 2.2182
H 1.8654 2.1693 1.1910
C -0.9077 -1.8910 -0.0914
C -0.0440 -2.2082 -1.2613
H -0.4980 -2.5464 0.7655
H -0.7824 -0.8733 0.1656
H -2.0554 -1.8950 -0.2665
H -0.4759 -2.0058 -2.2707
H 0.9512 -1.7942 -1.3025
H 0.2841 -3.2213 -1.2776
*
```

=====

<4>
Entry from OMol25: a cluster of 2 separate species, C4H12 in total (ωB97M-V/def2-TZVPD).

Computed properties:
Kohn-Sham gap (alpha / beta)   0.4778 / 0.1327 Ha
HOMO energy (alpha / beta)   -16.02 / -14.93 eV
Expectation value of S²   0.75

```
! wB97M-V def2-TZVPD RIJCOSX def2/J DEFGRID3
* xyz 1 2
C -0.5286 1.3000 -1.1509
C 0.3208 1.0132 -2.3723
H 0.1700 1.5941 -0.3332
H -1.3734 1.9415 -1.3554
H -0.7136 0.3772 -0.6070
H 0.9343 1.9069 -2.6440
H -0.3872 0.9674 -3.2268
H 1.0182 0.2279 -2.2515
C -0.2082 -0.7083 2.3543
C 0.1681 -1.5915 1.1567
H -0.6422 0.2133 1.9624
H -0.5279 -1.3055 3.2080
H 0.7346 -0.3162 2.7751
H 1.2270 -1.9926 1.2815
H -0.4037 -2.5135 1.0383
H 0.2119 -1.1137 0.1647
*
```

=====

What is the stability order? It is <4>, <1>, <2>, <3>, from most stable to least stable.

=====

<1>
Entry from OMol25: a cluster of 2 separate species, C4H12 in total (ωB97M-V/def2-TZVPD).

Computed properties:
Kohn-Sham gap (alpha / beta)   0.4559 / 0.1131 Ha
HOMO energy (alpha / beta)   -15.63 / -14.54 eV
Expectation value of S²   0.75

```
! wB97M-V def2-TZVPD RIJCOSX def2/J DEFGRID3
* xyz 1 2
C -2.3707 -1.1205 -0.1645
C -1.2696 -2.2748 -0.4369
H -2.0826 -0.4241 0.6288
H -2.6848 -0.5587 -1.0600
H -3.1628 -1.6132 0.4783
H -0.7702 -2.1754 -1.3874
H -1.8694 -3.2084 -0.3926
H -0.5076 -2.1284 0.3798
C 2.3918 1.4805 -0.1936
C 1.2993 1.9024 0.7653
H 2.0035 1.5187 -1.2123
H 3.1099 2.2966 -0.2807
H 2.9353 0.5980 0.1968
H 0.6731 1.0294 0.4900
H 1.4203 1.8808 1.8797
H 0.6311 2.8591 0.4580
*
```

=====

<2>
Entry from OMol25: a cluster of 2 separate species, C4H12 in total (ωB97M-V/def2-TZVPD).

Computed properties:
Kohn-Sham gap (alpha / beta)   0.4933 / 0.1610 Ha
HOMO energy (alpha / beta)   -16.52 / -15.77 eV
Expectation value of S²   0.75

```
! wB97M-V def2-TZVPD RIJCOSX def2/J DEFGRID3
* xyz 1 2
C -0.6121 -1.3307 0.5358
C -1.7984 -1.7401 -0.5602
H -0.8452 -1.8410 1.4713
H 0.3529 -1.6730 -0.0160
H -0.4416 -0.3216 0.9022
H -1.6777 -1.3948 -1.6315
H -2.7292 -1.3785 -0.2914
H -1.8701 -2.8682 -0.5371
C 1.4603 1.4390 -0.6833
C 1.0384 1.6701 0.7108
H 1.7800 0.4657 -0.6245
H 0.5572 1.3603 -1.4063
H 2.1828 2.0874 -1.1006
H 1.8808 1.5832 1.3767
H 0.2104 1.1201 0.9607
H 0.5113 2.8222 0.8934
*
```

=====

What is the stability order? It is <1>, <2>, from most stable to least stable.